The following is a quantum chemistry calculation of a single C4H5IN2O molecule in a non-equilibrium geometry, from the OMol25 dataset.

Cartesian coordinates (Å):
C1 1.38529 -1.63481 0.57845
C2 2.26473 -1.36677 -0.34573
C3 -0.08702 -1.48717 0.34201
C4 -0.91134 2.03484 -0.07776
N1 -0.63325 -0.25332 0.03179
N2 -0.05553 0.90622 -0.05971
O1 -0.81372 -2.46223 0.33038
I1 2.24786 -0.21309 -2.02398
H1 1.62498 -2.27434 1.41599
H2 -0.39336 2.84588 0.43203
H3 -1.07261 2.34364 -1.11511
H4 -1.89188 1.85926 0.39425
H5 -1.66415 -0.29812 0.09738

Output
energy relative to the best compared isomer or geometry (same formula, charge and spin): 0.000 eV
LUMO (spin up / spin down): 0.439 / -1.219 eV
HOMO energy (spin up / spin down): -0.2939 / -0.3441 Eh
⟨S²⟩: 2.02
HOMO-LUMO gap (spin up / spin down): 0.3100 / 0.2993 hartree
spin multiplicity: 3

The following is a quantum chemistry calculation of 2 unconnected molecules or ions with the total composition C10H20ClNO6S in a non-equilibrium geometry, from the OMol25 dataset.

Cartesian coordinates (Å):
C1 -1.18137 -0.79733 0.62228
N1 -1.90538 0.05796 -0.33987
C2 -3.35164 -0.20432 -0.39179
C3 -4.11507 1.01512 0.17298
C4 -4.97150 1.70257 -0.89191
Cl1 -5.21906 3.41402 -0.40990
C5 -1.33099 0.06313 -1.63349
O1 -1.26266 -0.84732 -2.35560
O2 -0.89495 1.28438 -2.08515
C6 -0.07532 1.95520 -1.17426
O3 -0.86783 2.79627 -0.36219
O4 0.00091 3.25056 0.64607
H1 -1.77015 -0.80297 1.53017
H2 -1.03060 -1.80362 0.22518
H3 -0.24838 -0.30209 0.88128
H4 -3.66468 -0.40193 -1.41405
H5 -3.61273 -1.09780 0.16245
H6 -3.40817 1.74061 0.54280
H7 -4.72301 0.71174 1.02172
H8 -5.93737 1.22241 -0.89602
H9 -4.51225 1.65682 -1.86576
H10 0.49771 1.23995 -0.58486
H11 0.65430 2.56420 -1.70099
H12 -0.61394 3.36465 1.37898
C7 4.05780 -2.55821 0.11465
C8 4.15600 -2.08887 1.57212
C9 3.93877 -0.57037 1.58081
S1 2.90477 -0.20727 0.15945
O5 3.65643 0.58922 -0.77284
O6 1.58973 0.20291 0.61028
C10 2.81560 -1.88234 -0.45723
H13 3.98960 -3.64245 0.04210
H14 4.94389 -2.23811 -0.43781
H15 3.37803 -2.57575 2.16390
H16 5.11534 -2.34905 2.01675
H17 3.43342 -0.23366 2.48263
H18 4.87375 -0.02761 1.45609
H19 2.78764 -1.86845 -1.54447
H20 1.90336 -2.33220 -0.06451

Output
LUMO: 0.419 eV
HOMO energy: -0.3242 Eh
HOMO-LUMO gap: 0.3396 hartree

M / g mol⁻¹: 224.00, 317.79